{"formula": "C22H40O6P2Ti", "method": "wB97M-V/def2-TZVPD", "spin_multiplicity": 3, "de_lowest_kj_mol": 10.5, "largest_force_ev_per_a": 0.87, "total_charge": 2, "orbital_gap_ev": [8.32, 9.98], "elements": ["Ti", "C", "C", "O", "C", "C", "O", "C", "C", "O", "C", "C", "O", "C", "C", "O", "C", "C", "O", "H", "H", "H", "H", "H", "H", "H", "H", "H", "H", "H", "H", "H", "H", "H", "H", "H", "H", "H", "H", "H", "H", "H", "H", "C", "P", "C", "C", "C", "C", "C", "C", "C", "P", "C", "C", "H", "H", "H", "H", "H", "H", "H", "H", "H", "H", "H", "H", "H", "H", "H", "H"], "xyz": [[0.06525, -0.20761, 0.52342], [2.11337, 1.54250, -1.67781], [1.24291, 2.45823, -0.85861], [0.91316, 1.84850, 0.40160], [1.95939, 1.91942, 1.39042], [1.30497, 1.66320, 2.71123], [0.68164, 0.36402, 2.62433], [-0.36372, 0.16690, 3.59159], [-1.64639, 0.82151, 3.09632], [-1.58802, 0.77903, 1.66458], [-2.81804, 1.05555, 0.98185], [-2.45397, 1.38914, -0.43535], [-1.60461, 0.33073, -0.92476], [-1.50473, 0.28750, -2.36537], [-1.26273, -1.14172, -2.77325], [-0.23863, -1.72676, -1.98312], [1.03578, -1.86405, -2.60181], [1.71410, -0.52861, -2.79044], [1.54318, 0.23809, -1.59554], [3.14661, 1.51920, -1.32600], [2.11970, 1.89578, -2.71058], [0.29609, 2.62564, -1.36338], [1.72045, 3.42236, -0.69239], [2.43221, 2.90034, 1.38061], [2.71402, 1.16168, 1.17901], [0.54795, 2.42469, 2.90234], [2.03356, 1.66740, 3.51930], [-0.06249, 0.56247, 4.55968], [-0.48909, -0.90407, 3.67843], [-1.74311, 1.85969, 3.40886], [-2.51504, 0.26937, 3.46015], [-3.32041, 1.90819, 1.43743], [-3.46986, 0.18342, 1.03889], [-1.92323, 2.34023, -0.48107], [-3.35379, 1.45777, -1.04151], [-0.70887, 0.95655, -2.68831], [-2.44340, 0.62829, -2.79887], [-1.02604, -1.18213, -3.83926], [-2.16708, -1.72400, -2.60831], [0.94626, -2.36097, -3.57010], [1.61193, -2.51286, -1.94579], [1.27415, 0.02329, -3.62747], [2.77576, -0.67608, -3.00822], [3.69794, -1.58926, 0.05652], [2.06705, -1.76757, 0.86581], [2.58240, -2.00047, 2.61083], [1.54036, -3.46247, 0.41793], [2.46369, -4.47032, 0.13498], [2.03765, -5.75662, -0.15476], [0.67931, -6.05324, -0.15078], [-0.24280, -5.06088, 0.14215], [0.17496, -3.75871, 0.41769], [-1.02706, -2.44795, 0.86697], [-2.52685, -2.87266, -0.11116], [-1.53530, -3.05264, 2.53040], [4.44241, -2.20818, 0.55349], [4.02805, -0.55054, 0.11457], [3.64788, -1.87084, -0.99496], [3.23108, -2.87182, 2.68017], [1.71305, -2.15749, 3.24623], [3.12173, -1.12470, 2.97279], [3.52710, -4.25838, 0.13200], [2.76352, -6.52904, -0.37993], [0.34071, -7.05824, -0.37367], [-1.29955, -5.30884, 0.14415], [-3.21989, -3.46573, 0.48311], [-2.24484, -3.44030, -0.99629], [-3.03669, -1.96611, -0.43502], [-1.90144, -4.07507, 2.44069], [-2.33507, -2.43687, 2.94952], [-0.68905, -3.06208, 3.21664]], "mulliken_charge": [-0.0119, -0.8764, -0.7429, -0.0795, -0.2344, -0.8645, -0.0386, -0.6359, -0.8217, 0.0868, -0.8727, -0.6931, 0.1090, -0.6377, -0.9446, -0.1920, -0.5763, -1.0420, 0.4867, 0.2591, 0.5451, 0.1839, 0.5258, 0.6095, -0.0818, 0.3578, 0.4742, 0.5107, 0.0490, 0.5031, 0.4385, 0.5302, 0.3637, 0.1765, 0.5587, -0.0103, 0.7081, 0.5498, 0.3543, 0.5320, -0.0103, 0.5643, 0.4871, -1.7646, 2.0757, -1.3245, -0.2195, -0.8507, -0.8977, -0.9371, -1.2533, 0.4159, 2.6816, -1.8513, -1.7149, 0.6299, 0.3723, 0.3817, 0.5664, 0.2755, 0.3995, 0.3922, 0.4432, 0.4421, 0.4309, 0.5897, 0.4213, 0.2566, 0.5529, 0.4386, 0.4501]}